{
  "formula": "C31H55CaNO2P",
  "method": "ωB97M-V/def2-TZVPD",
  "elements": ["O", "C", "C", "H", "H", "C", "H", "H", "C", "H", "H", "H", "C", "H", "H", "H", "Ca", "C", "C", "C", "H", "C", "C", "H", "H", "H", "H", "C", "C", "C", "H", "C", "C", "H", "H", "H", "H", "O", "C", "C", "H", "H", "C", "H", "H", "C", "H", "H", "H", "H", "C", "C", "C", "C", "P", "N", "C", "C", "C", "C", "C", "C", "C", "C", "H", "H", "H", "H", "H", "H", "H", "H", "H", "H", "H", "H", "H", "H", "H", "H", "H", "H", "H", "H", "H", "H", "H", "H", "H", "H", "H"],
  "xyz": [[0.749, 2.702, -4.625], [1.448, 1.936, -5.673], [1.394, 3.005, -6.743], [0.866, 1.042, -5.916], [2.478, 1.650, -5.405], [0.567, 3.729, -5.670], [0.873, 2.713, -7.655], [2.349, 3.494, -6.936], [-0.868, 3.891, -6.117], [-1.267, 2.945, -6.500], [-0.913, 4.625, -6.931], [-1.494, 4.255, -5.298], [1.197, 5.054, -5.296], [2.253, 4.913, -5.043], [0.673, 5.503, -4.446], [1.144, 5.739, -6.155], [0.014, 0.922, 0.248], [1.147, 2.720, 2.124], [2.138, 1.707, 2.008], [2.611, 1.699, 0.667], [2.534, 1.112, 2.831], [1.940, 2.744, -0.039], [1.024, 3.358, 0.860], [0.383, 4.212, 0.645], [0.629, 3.004, 3.042], [3.420, 1.069, 0.290], [2.159, 3.080, -1.053], [-2.859, 1.428, 0.577], [-2.136, 2.618, 0.299], [-1.671, 2.552, -1.045], [-2.004, 3.451, 0.988], [-2.084, 1.300, -1.588], [-2.830, 0.614, -0.587], [-3.357, -0.334, -0.712], [-3.416, 1.216, 1.488], [-1.114, 3.328, -1.572], [-1.919, 0.948, -2.607], [0.464, -0.735, -4.557], [0.736, -0.148, -3.230], [2.251, 0.004, -3.083], [0.353, -0.792, -2.386], [0.195, 0.812, -3.162], [2.749, -1.167, -3.945], [2.622, 0.023, -2.047], [2.527, 0.937, -3.590], [1.679, -1.376, -5.056], [2.785, -2.082, -3.347], [3.742, -1.000, -4.367], [1.499, -2.445, -5.281], [2.013, -0.870, -5.995], [-1.645, -3.275, 0.770], [-0.825, -3.443, 2.059], [-1.533, -4.423, 3.017], [0.533, -4.059, 1.677], [-0.592, -1.722, 2.812], [-0.301, -0.632, 1.698], [-2.143, -1.227, 3.772], [-2.325, -1.949, 5.120], [-2.107, 0.291, 4.032], [-3.384, -1.538, 2.921], [0.853, -1.811, 4.017], [0.802, -3.027, 4.955], [2.166, -1.851, 3.219], [0.892, -0.543, 4.871], [-1.571, -4.205, 0.192], [-1.246, -2.450, 0.165], [-2.704, -3.085, 0.965], [-1.497, -5.418, 2.547], [-1.039, -4.516, 3.992], [-2.589, -4.181, 3.176], [1.155, -3.361, 1.106], [1.090, -4.442, 2.541], [0.334, -4.923, 1.027], [-1.572, -1.685, 5.870], [-3.301, -1.627, 5.517], [-2.370, -3.040, 5.026], [-1.726, 0.831, 3.159], [-3.133, 0.637, 4.222], [-1.507, 0.564, 4.906], [-3.283, -1.157, 1.898], [-3.634, -2.607, 2.910], [-4.237, -1.024, 3.391], [0.926, -3.984, 4.438], [1.646, -2.924, 5.651], [-0.112, -3.060, 5.556], [2.991, -1.668, 3.925], [2.348, -2.813, 2.726], [2.174, -1.058, 2.459], [0.873, 0.359, 4.251], [0.087, -0.502, 5.607], [1.836, -0.554, 5.432]],
  "forces_ev_per_a": [[0.74, 0.36, -2.21], [0.34, -1.23, 0.29], [-0.12, -0.11, 0.82], [0.20, 0.13, 0.16], [-0.42, 0.04, 0.21], [-0.29, 1.10, -0.48], [0.07, 0.20, 0.05], [-0.08, -0.10, -0.18], [-0.31, 0.05, 0.25], [-0.01, 0.09, 0.20], [0.06, -0.11, 0.12], [-0.03, -0.14, -0.05], [-0.10, 0.15, 0.30], [-0.16, 0.02, 0.09], [0.15, 0.00, -0.07], [-0.04, -0.15, 0.20], [-0.61, 0.39, 0.56], [0.43, -0.09, -0.32], [-0.03, 0.39, -0.31], [-0.05, 0.31, 0.32], [-0.28, 0.03, -0.36], [-0.01, 0.06, 0.30], [0.55, 0.00, 0.11], [0.15, -0.33, -0.02], [0.06, -0.19, -0.37], [-0.26, 0.21, 0.06], [-0.18, -0.20, 0.19], [0.05, 0.13, -0.63], [-0.31, -0.19, -0.27], [-0.18, -0.20, 0.03], [0.02, -0.23, -0.21], [-0.14, 0.11, 0.31], [0.11, 0.36, 0.12], [0.33, 0.23, 0.06], [0.33, 0.00, -0.21], [-0.10, -0.26, 0.17], [-0.09, 0.16, 0.30], [1.16, -0.23, 0.87], [-0.52, -0.22, 0.47], [-0.30, 0.16, -1.19], [0.07, 0.14, -1.01], [0.30, -0.48, -0.24], [-0.13, -0.65, -0.03], [-0.22, -0.13, -0.39], [0.12, -0.13, 0.49], [0.03, 0.93, 0.54], [0.13, 0.07, 0.06], [-0.05, -0.02, 0.04], [-0.05, 0.52, 0.19], [-0.45, -0.29, 0.52], [0.08, -0.12, -0.09], [-0.28, -0.08, 0.75], [0.07, -0.47, -0.31], [-0.10, -0.17, -0.25], [0.90, 2.82, -2.64], [-0.34, -2.30, 1.62], [0.18, -0.63, 0.61], [-0.52, 0.13, 0.16], [-0.07, 0.14, -0.16], [-0.24, 0.22, 0.01], [-0.32, -0.80, 0.16], [0.41, 0.13, 0.37], [0.19, 0.18, -0.09], [0.18, 0.12, 0.08], [-0.07, 0.04, 0.03], [-0.10, -0.11, 0.21], [0.23, 0.01, -0.04], [-0.11, 0.04, 0.12], [-0.16, 0.07, -0.31], [0.28, -0.04, -0.03], [-0.15, -0.07, 0.15], [-0.12, 0.21, -0.26], [0.01, 0.07, 0.08], [-0.15, -0.02, -0.22], [0.13, -0.08, 0.10], [0.07, 0.26, 0.02], [0.00, -0.16, 0.11], [0.10, -0.06, 0.03], [-0.07, -0.11, -0.20], [0.03, -0.09, 0.19], [0.12, 0.32, -0.11], [0.10, -0.10, -0.14], [-0.04, 0.24, 0.10], [-0.08, -0.16, 0.02], [0.22, -0.08, -0.15], [-0.09, -0.07, -0.15], [-0.02, 0.33, 0.23], [-0.08, -0.24, 0.17], [-0.10, -0.14, 0.05], [0.06, 0.02, -0.11], [-0.07, 0.06, -0.03]],
  "lowdin_charge": [-0.068, -0.174, -0.086, 0.108, 0.114, -0.580, 0.112, 0.108, -0.024, 0.091, 0.088, 0.090, -0.028, 0.088, 0.090, 0.089, 1.202, -0.202, -0.225, -0.249, 0.071, -0.259, -0.252, 0.084, 0.087, 0.074, 0.080, -0.210, -0.242, -0.262, 0.083, -0.243, -0.203, 0.078, 0.073, 0.083, 0.073, -0.168, -0.186, -0.158, 0.125, 0.090, -0.165, 0.109, 0.085, -0.186, 0.105, 0.103, 0.112, 0.103, -0.106, -0.603, -0.098, -0.109, 0.799, -0.455, -0.596, -0.102, -0.102, -0.102, -0.611, -0.098, -0.107, -0.098, 0.075, 0.056, 0.059, 0.081, 0.056, 0.055, 0.077, 0.059, 0.077, 0.057, 0.083, 0.058, 0.050, 0.078, 0.060, 0.064, 0.058, 0.081, 0.054, 0.082, 0.054, 0.081, 0.050, 0.051, 0.069, 0.054, 0.082],
  "gap_ev": 5.89,
  "relative_energy_kj_mol": 0.0,
  "energy_ev": -66352.4486,
  "e_lumo_ev": 2.40,
  "total_charge": -1
}